(1)
ORCA calculation (ωB97M-V/def2-TZVPD) on a single C3H6N2S molecule in a non-equilibrium geometry.

Properties
* SMILES string: N/C=C\C(N)=S
* E_tot: -17021.148 eV
* net charge: 0
* relative energy (zero: lowest compared OMol25 entry of this formula, charge and spin): 66.7 kcal/mol
* spin multiplicity: 1
* Kohn-Sham gap: 8.38 eV

Geometry (Å):
S -1.561 0.027 0.468
N 0.715 2.069 -0.036
N -0.112 -2.108 -0.223
C 1.118 -0.294 -0.620
C 1.482 1.041 -0.352
C -0.087 -0.760 -0.023
H 0.865 -2.572 -0.349
H 1.973 -0.905 -0.695
H 1.227 2.887 0.774
H -0.291 1.914 0.043
H 2.607 1.339 -0.081
H -0.701 -2.747 0.609

Forces on atoms 1 to 3 (eV/Å):
1.8919 -0.5358 -0.1819
1.6007 3.6797 3.1381
-0.2647 -4.9280 4.0291


(2)
ORCA calculation (ωB97M-V/def2-TZVPD) on a single C3H6N2S molecule.

Properties
* SMILES string: NN1CCC1=S
* E_tot: -17022.276 eV
* net charge: 0
* relative energy (zero: lowest compared OMol25 entry of this formula, charge and spin): 40.7 kcal/mol
* spin multiplicity: 1
* Kohn-Sham gap: 9.33 eV

Geometry (Å):
S -1.909 -0.013 0.000
N 0.887 1.847 -0.003
N 0.760 0.470 0.005
C 0.601 -1.570 -0.002
C -0.309 -0.338 0.001
C 1.780 -0.570 0.000
H 2.431 -0.573 0.873
H 2.410 -0.587 -0.890
H 0.485 -2.187 -0.881
H 0.492 -2.195 0.885
H 0.383 2.173 0.824
H 0.384 2.228 -0.807

Forces on atoms 1 to 3 (eV/Å):
0.1376 -0.0171 -0.0063
-0.3584 0.1757 0.3283
0.1910 -0.1295 -0.2454


(3)
ORCA calculation (ωB97M-V/def2-TZVPD) on a single C3H6N2S molecule in a non-equilibrium geometry.

Properties
* SMILES string: N/N=C/[C@H]1CS1
* E_tot: -17021.772 eV
* net charge: 0
* relative energy (zero: lowest compared OMol25 entry of this formula, charge and spin): 52.3 kcal/mol
* spin multiplicity: 1
* Kohn-Sham gap: 9.54 eV

Geometry (Å):
S 1.110 0.675 -2.092
N -1.020 -0.403 0.411
N -2.083 -0.217 1.282
C 1.147 0.424 -0.286
C -0.123 0.531 0.481
C 1.447 -0.754 -1.092
H -2.413 0.725 1.340
H 1.981 0.994 0.165
H 2.446 -1.206 -1.086
H -2.903 -0.775 0.914
H -0.241 1.480 1.111
H 0.652 -1.473 -1.148

Forces on atoms 1 to 3 (eV/Å):
0.0486 0.5931 -0.5245
1.4439 1.9179 0.8684
-1.8992 -1.9479 -1.0153


(4)
ORCA calculation (ωB97M-V/def2-TZVPD) on a single C3H6N2S molecule in a non-equilibrium geometry.

Properties
* SMILES string: C=CN(N)C=S
* E_tot: -17021.626 eV
* net charge: 0
* relative energy (zero: lowest compared OMol25 entry of this formula, charge and spin): 55.7 kcal/mol
* spin multiplicity: 1
* Kohn-Sham gap: 8.53 eV

Geometry (Å):
S 2.139 -0.386 0.026
N -0.108 1.695 -0.084
N -0.438 0.351 -0.031
C -1.852 0.171 0.001
C 0.512 -0.588 -0.109
C -2.426 -1.012 0.047
H -2.443 1.053 -0.382
H 0.086 -1.570 -0.213
H -3.514 -1.124 0.060
H -1.909 -1.935 0.346
H 0.754 1.788 0.450
H -0.778 2.217 0.506

Forces on atoms 1 to 3 (eV/Å):
-0.3018 0.2637 -0.1106
0.4373 1.6550 0.9678
-1.0685 -0.1577 0.1476


(5)
ORCA calculation (ωB97M-V/def2-TZVPD) on a molecular structure, C3H6N2S2 in a non-equilibrium geometry.

Properties
* E_tot: -27855.275 eV
* net charge: 0
* relative energy (zero: lowest compared OMol25 entry of this formula, charge and spin): 88.1 kcal/mol
* spin multiplicity: 1
* Kohn-Sham gap: 7.45 eV

Geometry (Å):
S -1.569 0.707 -0.989
S -1.221 -1.025 0.986
N 1.961 -1.350 -0.948
N 2.106 -0.139 -0.066
C 1.001 0.504 0.088
C -0.347 0.009 -0.147
C 1.115 1.837 0.897
H 2.234 1.765 0.983
H 0.968 2.721 0.404
H -2.264 -1.049 0.004
H 2.771 -1.706 -0.576
H 0.674 1.705 1.889
H 1.175 -2.012 -0.580

Forces on atoms 1 to 3 (eV/Å):
1.3662 1.5937 -2.4074
0.4004 -1.9110 -0.1378
-2.6502 1.1786 1.9641


(6)
ORCA calculation (ωB97M-V/def2-TZVPD) on a single C3H6N2S2 molecule in a non-equilibrium geometry.

Properties
* SMILES string: CC(=S)S/C=N\N
* E_tot: -27857.260 eV
* net charge: 0
* relative energy (zero: lowest compared OMol25 entry of this formula, charge and spin): 42.4 kcal/mol
* spin multiplicity: 1
* Kohn-Sham gap: 8.47 eV

Geometry (Å):
S -2.526 0.200 1.888
S -1.521 0.330 -0.805
N 1.019 -0.421 -1.516
N 0.812 -1.564 -0.856
C 0.141 0.510 -1.546
C -1.262 0.440 0.858
C 0.157 0.695 1.386
H 0.604 1.679 1.035
H -0.179 -1.839 -0.809
H 0.332 1.459 -2.020
H 0.078 0.840 2.479
H 0.869 -0.050 1.027
H 1.476 -2.278 -1.121

Forces on atoms 1 to 3 (eV/Å):
0.4981 0.1894 -0.5697
0.1698 0.0218 -1.6543
0.0503 1.3044 -0.4564


(7)
ORCA calculation (ωB97M-V/def2-TZVPD) on a single C3H6N2S2 molecule in a non-equilibrium geometry.

Properties
* SMILES string: S/N=C1/NCCS1
* E_tot: -27858.552 eV
* net charge: 0
* relative energy (zero: lowest compared OMol25 entry of this formula, charge and spin): 12.6 kcal/mol
* spin multiplicity: 1
* Kohn-Sham gap: 8.72 eV

Geometry (Å):
S -2.578 0.125 -0.417
S 0.557 1.103 -0.363
N -1.316 -0.860 0.153
N 0.933 -1.310 0.539
C 2.266 0.525 -0.101
C -0.111 -0.483 0.144
C 2.139 -0.601 0.923
H 2.039 -0.170 1.966
H -1.906 0.905 -1.312
H 2.663 0.155 -1.059
H 2.995 -1.254 0.894
H 2.845 1.361 0.260
H 0.619 -2.103 1.101

Forces on atoms 1 to 3 (eV/Å):
0.4244 0.0835 -0.1449
-0.1315 -0.2811 0.0926
-0.3067 0.0406 -0.0459


(8)
ORCA calculation (ωB97M-V/def2-TZVPD) on a single C3H6N2S2 molecule in a non-equilibrium geometry.

Properties
* SMILES string: [H]/N=C(\NS)C(C)=S
* E_tot: -27855.361 eV
* net charge: 0
* relative energy (zero: lowest compared OMol25 entry of this formula, charge and spin): 86.1 kcal/mol
* spin multiplicity: 1
* Kohn-Sham gap: 8.19 eV

Geometry (Å):
S -0.836 1.449 2.256
S 1.629 1.652 -0.313
N -1.019 -0.500 -1.102
N -1.218 1.067 0.696
C 0.962 0.180 -0.392
C 1.588 -1.048 -0.741
C -0.468 0.119 -0.212
H 1.189 -1.596 0.173
H -2.291 0.974 0.518
H -2.163 -0.240 -1.528
H 1.212 -1.379 -1.590
H 2.750 -0.934 -0.569
H -1.333 0.256 2.802

Forces on atoms 1 to 3 (eV/Å):
-0.2099 -1.3629 1.0253
0.3821 -0.0256 0.0811
-5.6574 -1.3505 -5.3149


(9)
ORCA calculation (ωB97M-V/def2-TZVPD) on a single C3H6N2S2 molecule in a non-equilibrium geometry.

Properties
* SMILES string: C[C@@H]1SN=CNS1
* E_tot: -27856.738 eV
* net charge: 0
* relative energy (zero: lowest compared OMol25 entry of this formula, charge and spin): 54.4 kcal/mol
* spin multiplicity: 1
* Kohn-Sham gap: 8.76 eV

Geometry (Å):
S -1.368 -0.260 -1.113
S 1.731 0.194 -1.081
N 1.102 1.685 -0.362
N -1.318 1.249 -0.403
C 0.235 -0.968 -0.737
C -0.077 1.830 0.010
C 0.442 -1.390 0.689
H -0.320 -2.208 0.758
H -0.099 -0.671 1.371
H -0.222 2.668 0.670
H 1.392 -1.539 1.230
H -1.889 1.331 0.331
H 0.392 -1.922 -1.364

Forces on atoms 1 to 3 (eV/Å):
0.0519 -1.2947 -1.3179
-2.2179 0.8118 -0.2411
2.1156 -2.0851 -0.2625


(10)
ORCA calculation (ωB97M-V/def2-TZVPD) on a single C3H6N2S2 molecule in a non-equilibrium geometry.

Properties
* E_tot: -27855.025 eV
* net charge: 0
* relative energy (zero: lowest compared OMol25 entry of this formula, charge and spin): 93.9 kcal/mol
* spin multiplicity: 1
* Kohn-Sham gap (alpha / beta): 5.92 / 5.92 eV

Geometry (Å):
S -2.942 -1.115 0.069
S 0.371 1.372 0.322
N -1.590 -0.217 0.287
N -2.113 1.877 -0.742
C 0.842 -0.931 -1.141
C 0.722 -0.397 0.288
C -1.326 1.026 -0.048
H 1.426 -0.821 0.974
H -2.877 1.312 -1.123
H -0.155 -0.757 -1.489
H 1.510 -0.454 -1.863
H -2.068 2.867 -0.929
H 1.119 -1.974 -1.202

Forces on atoms 1 to 3 (eV/Å):
0.4974 0.3763 -0.5104
0.0136 -0.7305 0.3894
0.7307 0.3638 0.7583


(11)
ORCA calculation (ωB97M-V/def2-TZVPD) on a single C3H6N2S4 molecule in a non-equilibrium geometry.

Properties
* E_tot: -49525.382 eV
* net charge: 0
* relative energy (zero: lowest compared OMol25 entry of this formula, charge and spin): 39.4 kcal/mol
* spin multiplicity: 1
* Kohn-Sham gap (alpha / beta): 7.16 / 6.96 eV

Geometry (Å):
S 2.898 -1.003 0.029
S -1.219 1.816 1.298
S 1.878 1.888 -0.185
S -1.213 1.152 -1.613
N 0.842 0.589 0.040
N 1.309 -0.654 0.031
C 0.303 -1.658 -0.104
C -0.954 -0.974 0.476
C -0.568 0.718 0.025
H -1.810 -1.206 -0.160
H -1.177 -0.998 1.497
H -0.126 -1.659 -1.184
H -0.232 1.758 -2.206
H -0.372 2.781 1.532
H 0.440 -2.551 0.524

Forces on atoms 1 to 3 (eV/Å):
0.0524 -0.0400 -0.0696
-1.7811 -1.0820 0.9246
-0.4730 -0.4189 0.2843


(12)
ORCA calculation (ωB97M-V/def2-TZVPD) on a gas-phase ion, C3H6N3 (charge +1) in a non-equilibrium geometry.

Properties
* E_tot: -7669.633 eV
* net charge: +1
* relative energy (zero: lowest compared OMol25 entry of this formula, charge and spin): 40.2 kcal/mol
* spin multiplicity: 1
* Kohn-Sham gap: 9.22 eV

Geometry (Å):
N -1.027 1.091 -0.048
N -1.618 -0.878 -0.031
N 0.836 -0.466 -0.078
C -0.397 -0.121 -0.076
C -2.211 0.340 0.067
C 1.910 0.494 -0.030
H -3.235 0.632 0.212
H 1.094 -1.453 -0.068
H 2.286 0.578 0.993
H -1.913 -1.838 0.070
H 2.731 0.156 -0.660
H 1.544 1.468 -0.350

Forces on atoms 1 to 3 (eV/Å):
-2.3942 -0.4262 0.3282
-0.0742 -0.6903 -0.0945
-0.6348 -0.7700 -0.0097